P) Density functional theory data (ωB97M-V/def2-TZVPD) for 12 unconnected molecules or ions with the total composition C12H48N24O12.

Its LUMO energy is -0.87 eV. As for the SMILES: NC(N)=O.NC(N)=O.NC(N)=O.NC(N)=O.NC(N)=O.NC(N)=O.NC(N)=O.NC(N)=O.NC(N)=O.NC(N)=O.NC(N)=O.NC(N)=O. As for the HOMO energy: -8.05 eV. Its spin multiplicity is 1.

Element x y z (Å)
N 1.238 3.745 0.546
C 1.767 3.880 1.747
N 2.877 3.224 1.881
O 1.399 4.744 2.555
H 0.546 4.416 0.242
H 1.520 2.911 0.051
H 3.379 3.474 2.721
H 3.348 2.877 1.057
N 4.368 -1.853 -1.899
C 5.564 -1.409 -1.482
N 6.465 -2.299 -1.213
O 5.724 -0.245 -1.153
H 3.605 -1.196 -1.978
H 4.351 -2.863 -1.925
H 7.247 -1.973 -0.664
H 6.075 -3.163 -0.864
N -3.273 3.148 1.848
C -2.707 3.804 0.912
N -1.837 3.065 0.313
O -3.037 4.879 0.552
H -4.016 3.577 2.381
H -2.901 2.235 2.067
H -1.771 2.065 0.435
H -1.596 3.527 -0.552
N -5.527 -2.204 -3.901
C -5.065 -1.135 -3.311
N -3.947 -1.445 -2.804
O -5.695 -0.071 -3.164
H -6.292 -1.903 -4.488
H -5.300 -3.172 -3.722
H -3.663 -2.398 -2.630
H -3.445 -0.784 -2.230
N 3.864 1.872 -1.142
C 4.249 3.107 -1.337
N 5.279 3.316 -0.662
O 3.784 3.982 -2.049
H 4.561 1.202 -0.849
H 3.130 1.579 -1.771
H 5.564 2.682 0.070
H 5.462 4.285 -0.447
N 3.025 -3.126 1.326
C 3.486 -2.774 2.508
N 4.626 -3.295 2.768
O 2.913 -1.948 3.075
H 3.643 -3.664 0.735
H 2.129 -2.740 1.065
H 4.963 -3.215 3.717
H 4.988 -4.014 2.159
N 0.382 -0.005 2.986
C -0.764 0.467 3.309
N -0.914 0.446 4.571
O -1.754 0.574 2.502
H 1.118 0.011 3.678
H 0.542 -0.189 2.006
H -1.823 0.308 4.988
H -0.150 0.213 5.189
N -1.163 -0.657 -0.341
C 0.159 -0.634 -0.257
N 0.697 0.169 -1.073
O 0.762 -1.513 0.241
H -1.613 0.120 -0.805
H -1.632 -1.521 -0.111
H 1.698 0.192 -0.946
H 0.180 0.874 -1.579
N 0.806 4.822 -2.756
C -0.139 3.988 -2.779
N -1.151 4.362 -3.486
O -0.244 2.858 -2.241
H 1.659 4.722 -2.224
H 0.770 5.430 -3.562
H -1.167 5.311 -3.832
H -2.018 3.845 -3.518
N -2.711 -2.450 2.575
C -3.913 -2.930 2.946
N -3.794 -4.197 3.336
O -4.941 -2.248 2.906
H -1.922 -3.078 2.632
H -2.709 -1.518 2.187
H -2.895 -4.637 3.199
H -4.684 -4.540 3.667
N 0.938 -5.225 -2.999
C 0.507 -4.248 -2.248
N 1.459 -3.980 -1.395
O -0.604 -3.711 -2.250
H 0.691 -5.071 -3.966
H 1.857 -5.486 -2.673
H 1.321 -3.195 -0.775
H 2.334 -4.485 -1.358
N -4.422 0.347 1.394
C -4.708 0.509 0.156
N -5.884 0.063 -0.154
O -3.967 0.990 -0.690
H -5.132 0.029 2.038
H -3.460 0.381 1.701
H -6.085 0.117 -1.142
H -6.584 -0.339 0.453



Q) Density functional theory data (ωB97M-V/def2-TZVPD) for 12 unconnected molecules or ions with the total composition C12H48N24O12.

Its LUMO energy is 0.11 eV. As for the SMILES: NC(N)=O.NC(N)=O.NC(N)=O.NC(N)=O.NC(N)=O.NC(N)=O.NC(N)=O.NC(N)=O.NC(N)=O.NC(N)=O.NC(N)=O.NC(N)=O. As for the HOMO energy: -9.33 eV. Its spin multiplicity is 1.

Element x y z (Å)
N -2.045 -1.267 -7.270
C -1.020 -1.040 -6.409
N -1.405 -0.777 -5.150
O 0.144 -1.109 -6.822
H -2.966 -1.307 -6.868
H -1.988 -1.201 -8.267
H -0.744 -0.642 -4.406
H -2.378 -0.778 -4.905
N -0.864 -1.096 -0.900
C -0.037 -0.145 -0.391
N -0.181 0.128 0.892
O 0.885 0.376 -1.079
H -1.646 -1.367 -0.323
H -0.783 -1.317 -1.876
H 0.401 0.720 1.454
H -0.922 -0.457 1.248
N -4.500 -1.964 3.197
C -3.303 -2.476 2.882
N -2.890 -3.493 3.684
O -2.622 -2.070 1.925
H -4.839 -1.177 2.645
H -4.982 -2.209 4.041
H -1.986 -3.858 3.424
H -3.290 -3.670 4.585
N 2.885 2.586 0.700
C 2.398 3.841 0.912
N 2.043 4.572 -0.172
O 2.096 4.282 2.028
H 3.428 2.474 -0.137
H 2.945 1.986 1.505
H 1.755 5.528 -0.087
H 2.305 4.223 -1.081
N 4.629 -0.043 -0.713
C 4.403 -0.643 0.466
N 3.191 -1.215 0.566
O 5.188 -0.650 1.430
H 5.506 0.411 -0.894
H 4.026 -0.232 -1.497
H 2.469 -1.199 -0.137
H 2.936 -1.803 1.344
N -5.174 2.607 2.093
C -4.637 1.370 2.044
N -3.327 1.245 2.322
O -5.292 0.394 1.644
H -6.110 2.753 1.762
H -4.858 3.261 2.793
H -2.935 0.327 2.193
H -2.904 2.047 2.769
N 2.975 -1.304 -4.865
C 2.274 -1.169 -3.702
N 1.980 0.159 -3.475
O 1.885 -2.076 -2.978
H 3.219 -2.193 -5.257
H 3.125 -0.448 -5.356
H 2.236 0.873 -4.128
H 1.474 0.419 -2.613
N 0.081 2.582 3.741
C -0.878 3.523 3.911
N -0.469 4.787 3.766
O -2.034 3.184 4.177
H -0.419 1.707 3.762
H 1.014 2.750 3.403
H -1.192 5.464 3.950
H 0.414 5.087 3.387
N 2.004 0.366 5.336
C 2.381 0.061 4.093
N 3.691 0.291 3.847
O 1.601 -0.333 3.210
H 1.045 0.167 5.567
H 2.523 0.876 6.025
H 4.292 0.736 4.516
H 4.168 -0.155 3.062
N -1.705 4.651 -1.040
C -1.644 3.726 -2.042
N -0.466 3.071 -2.094
O -2.563 3.511 -2.836
H -2.526 5.182 -0.826
H -0.991 4.428 -0.366
H -0.584 2.389 -2.830
H 0.355 3.159 -1.530
N 0.479 -2.565 2.084
C 1.089 -3.767 2.052
N 0.248 -4.760 1.615
O 2.219 -3.921 2.525
H 0.959 -1.812 2.585
H -0.506 -2.570 1.880
H 0.575 -5.705 1.713
H -0.463 -4.474 0.967
N -0.402 -4.120 -5.207
C -1.124 -4.049 -4.078
N -0.427 -3.667 -2.972
O -2.306 -4.380 -3.949
H -0.888 -4.528 -5.985
H 0.589 -3.988 -5.119
H 0.536 -3.362 -3.022
H -0.849 -3.729 -2.067



R) Density functional theory data (ωB97M-V/def2-TZVPD) for 12 unconnected molecules or ions with the total composition C12H48N24O12.

Its LUMO energy is 0.29 eV. As for the SMILES: NC(N)=O.NC(N)=O.NC(N)=O.NC(N)=O.NC(N)=O.NC(N)=O.NC(N)=O.NC(N)=O.NC(N)=O.NC(N)=O.NC(N)=O.NC(N)=O. As for the HOMO energy: -9.36 eV. Its spin multiplicity is 1.

Element x y z (Å)
N 0.199 3.878 0.784
C 0.975 4.972 1.003
N 0.846 5.552 2.197
O 1.663 5.565 0.129
H 0.367 3.306 -0.066
H -0.318 3.520 1.555
H 0.488 5.138 2.978
H 1.251 6.537 2.240
N 1.838 -3.869 -3.148
C 1.552 -3.770 -1.805
N 0.290 -3.347 -1.508
O 2.411 -4.101 -0.952
H 2.686 -4.312 -3.461
H 1.198 -3.460 -3.914
H -0.290 -3.141 -2.321
H -0.020 -3.232 -0.516
N -4.301 -3.736 2.150
C -3.902 -3.091 1.043
N -4.307 -1.734 0.881
O -3.232 -3.499 0.121
H -4.500 -3.190 2.990
H -3.865 -4.631 2.373
H -3.582 -1.274 0.372
H -4.476 -1.327 1.798
N -6.844 -0.902 -2.673
C -6.134 -1.995 -2.749
N -5.045 -2.102 -1.910
O -6.284 -2.810 -3.630
H -6.893 -0.342 -1.841
H -7.636 -0.782 -3.247
H -5.210 -1.685 -1.016
H -4.694 -3.024 -1.882
N -2.014 -0.676 -1.394
C -1.244 -0.385 -0.294
N -0.310 0.541 -0.530
O -1.447 -0.863 0.815
H -2.659 -1.432 -1.353
H -2.011 -0.152 -2.272
H 0.252 0.662 0.275
H 0.141 0.432 -1.414
N -1.066 1.657 3.409
C -0.116 2.554 3.861
N 1.116 2.149 3.968
O -0.413 3.740 4.211
H -0.807 0.691 3.581
H -2.008 1.920 3.602
H 1.790 2.923 4.091
H 1.409 1.235 3.650
N 2.594 -0.616 2.253
C 1.319 -1.093 2.481
N 0.970 -2.061 1.628
O 0.610 -0.630 3.395
H 3.156 -0.822 1.452
H 3.002 -0.126 3.063
H 1.555 -2.292 0.821
H -0.050 -2.132 1.471
N -2.099 -1.671 3.667
C -2.966 -1.959 4.643
N -2.431 -2.191 5.913
O -4.151 -2.073 4.431
H -2.395 -1.326 2.756
H -1.111 -1.695 3.734
H -3.090 -2.323 6.612
H -1.470 -2.008 6.156
N 1.306 3.672 -1.850
C 0.855 3.425 -3.111
N 0.163 4.440 -3.774
O 0.950 2.304 -3.616
H 1.954 2.995 -1.438
H 1.468 4.668 -1.617
H -0.278 5.162 -3.246
H 0.185 4.427 -4.782
N -0.751 0.219 -4.597
C 0.113 -0.731 -4.122
N 1.261 -0.403 -3.500
O -0.262 -1.966 -4.136
H -1.574 -0.057 -5.122
H -0.526 1.222 -4.537
H 1.800 -1.277 -3.487
H 1.802 0.443 -3.584
N 5.176 1.922 0.687
C 4.288 2.553 -0.122
N 4.604 3.842 -0.403
O 3.307 2.018 -0.567
H 5.266 0.899 0.456
H 6.076 2.352 0.849
H 3.878 4.399 -0.792
H 5.284 4.247 0.185
N 4.876 -2.768 -1.415
C 4.837 -1.524 -0.819
N 3.636 -0.773 -0.918
O 5.832 -1.099 -0.275
H 5.654 -3.323 -1.150
H 4.017 -3.339 -1.504
H 3.575 0.242 -0.916
H 2.941 -1.279 -1.434



Least stable of them? P).



P) Density functional theory data (ωB97M-V/def2-TZVPD) for 2 unconnected molecules or ions with the total composition C2H4I2O.

Its LUMO energy is 0.48 eV. As for the SMILES: CC(=O)I.I. As for the HOMO energy: -9.74 eV. Its spin multiplicity is 1.

Element x y z (Å)
C 0.701 0.120 -0.572
C 0.661 -0.549 0.847
O 0.461 -0.086 1.907
I 1.201 -2.654 0.638
H 1.738 0.091 -0.810
H 0.204 -0.557 -1.254
H 0.422 1.206 -0.647
I -2.535 1.739 0.475
H -2.852 0.689 -0.584



Q) Density functional theory data (ωB97M-V/def2-TZVPD) for a molecular structure, C2H4I2O.

Its LUMO energy (alpha / beta) is -1.27 / -1.27 eV. As for the HOMO energy (alpha / beta): -8.73 / -8.73 eV. Its spin multiplicity is 1.

Element x y z (Å)
C -1.218 0.850 -0.286
C 1.389 -0.821 0.231
O -0.663 0.100 0.681
I 0.840 -2.604 -0.627
I 2.289 -0.712 2.065
H -2.187 1.177 0.124
H -1.435 0.279 -1.201
H -0.644 1.761 -0.525
H 1.627 -0.030 -0.462



R) Density functional theory data (ωB97M-V/def2-TZVPD) for a molecular structure, C2H4I2O.

Its LUMO energy (alpha / beta) is -0.81 / -0.65 eV. As for the HOMO energy (alpha / beta): -8.42 / -8.13 eV. Its spin multiplicity is 1.

Element x y z (Å)
C 0.233 0.166 -0.690
C -1.809 0.015 0.606
O -1.531 -0.292 1.882
I -2.736 -1.791 -0.241
I -2.871 1.816 -0.016
H 0.646 0.567 0.199
H 0.374 -0.851 -0.973
H 0.298 0.813 -1.639
H -1.294 0.565 2.360



Least stable of them? Q).



P) Density functional theory data (ωB97M-V/def2-TZVPD) for a single C3H7IOS2 molecule.

Its LUMO energy is -1.30 eV. As for the SMILES: CC(C)[S@@](=O)(=S)I. As for the HOMO energy: -9.32 eV. Its spin multiplicity is 1.

Element x y z (Å)
C -1.224 0.348 1.070
C -0.138 0.415 -0.003
C -0.369 0.043 -1.436
S 1.302 -0.725 0.502
O 1.544 -0.730 1.939
S 1.216 -2.363 -0.538
I 3.174 0.679 -0.311
H -0.831 0.174 1.996
H -1.783 1.231 1.047
H -1.996 -0.484 0.765
H 0.416 1.428 0.124
H -0.932 -0.889 -1.572
H 0.572 -0.037 -1.876
H -0.950 0.911 -1.707



Q) Density functional theory data (ωB97M-V/def2-TZVPD) for 2 unconnected molecules or ions with the total composition C3H7IOS2.

Its LUMO energy is -1.59 eV. As for the HOMO energy: -9.11 eV. Its spin multiplicity is 1.

Element x y z (Å)
C 0.128 -1.420 1.551
C -0.400 -0.017 1.312
C -0.410 0.549 0.136
O 0.202 1.763 -3.608
S 2.847 2.672 -3.669
S 1.623 1.578 -2.774
I 1.818 -0.914 -3.194
H 1.186 -1.358 1.949
H -0.393 -2.015 2.408
H 0.085 -1.885 0.627
H -0.564 1.519 -3.181
H -0.709 0.382 2.360
H 0.049 0.018 -0.694
H -0.645 1.571 0.038



Least stable of them? Q).



P) Density functional theory data (ωB97M-V/def2-TZVPD) for 2 unconnected molecules or ions with the total composition C4H8S4.

Its LUMO energy is -0.13 eV. As for the SMILES: S[C@@H]1CS1.CC(=S)S. As for the HOMO energy: -8.71 eV. Its spin multiplicity is 1.

Element x y z (Å)
S -0.007 2.484 -0.082
C -1.434 1.912 -1.052
C -2.295 2.932 -1.696
S -3.081 2.021 -0.365
H -0.526 2.254 1.124
H -1.213 0.997 -1.592
H -2.085 3.971 -1.476
H -2.678 2.746 -2.690
C 2.015 -3.046 1.123
C 0.996 -2.080 0.636
S 0.380 -2.069 -0.871
S 0.534 -0.885 1.821
H 3.003 -2.607 0.961
H 1.955 -3.979 0.566
H 1.894 -3.234 2.187
H -0.222 -0.174 0.986



Q) Density functional theory data (ωB97M-V/def2-TZVPD) for a single C4H8S4 molecule.

Its LUMO energy is -0.52 eV. As for the SMILES: CCC(=S)C(S)(S)S. As for the HOMO energy: -8.87 eV. Its spin multiplicity is 1.

Element x y z (Å)
C -2.366 0.211 -0.608
C -1.368 0.053 0.553
C -0.091 0.832 0.193
S 0.040 2.382 -0.228
C 1.237 -0.102 0.198
S 1.258 -1.378 1.535
S 1.210 -0.981 -1.510
S 2.622 1.079 0.233
H -2.929 -0.734 -0.498
H -2.003 0.085 -1.547
H -2.870 1.198 -0.731
H -1.184 -0.985 0.692
H -1.917 0.503 1.420
H 2.361 -1.914 1.422
H 2.398 -0.398 -1.660
H 3.603 0.147 0.536



Least stable of them? Q).



P) Density functional theory data (ωB97M-V/def2-TZVPD) for a single C16H23N3O3 molecule.

Its LUMO energy is 0.77 eV. As for the SMILES: COc1ccccc1N1CCN(C(=O)N2CCOCC2)CC1. As for the HOMO energy: -7.57 eV. Its spin multiplicity is 1.

Element x y z (Å)
C -0.402 2.730 0.389
O 0.503 1.676 0.581
C 0.790 1.278 1.864
C 0.194 1.855 2.977
C 0.490 1.427 4.259
C 1.410 0.416 4.446
C 2.021 -0.156 3.347
C 1.730 0.241 2.043
N 2.439 -0.407 1.020
C 2.269 -1.838 0.912
C 0.904 -2.161 0.284
N 0.509 -1.145 -0.678
C -0.779 -0.684 -0.611
O -1.511 -0.904 0.336
N -1.201 0.049 -1.717
C -2.517 0.660 -1.597
C -3.622 -0.301 -2.042
O -3.400 -0.754 -3.363
C -2.154 -1.400 -3.459
C -0.998 -0.469 -3.061
C 1.583 -0.435 -1.330
C 2.582 0.163 -0.296
H -0.039 3.660 0.842
H -1.392 2.493 0.790
H -0.476 2.859 -0.690
H -0.533 2.642 2.852
H 0.000 1.890 5.102
H 1.661 0.076 5.439
H 2.760 -0.928 3.494
H 3.082 -2.219 0.285
H 2.339 -2.312 1.889
H 0.132 -2.188 1.056
H 0.938 -3.139 -0.217
H -2.675 0.936 -0.556
H -2.527 1.553 -2.230
H -4.592 0.198 -2.049
H -3.652 -1.155 -1.351
H -2.050 -1.715 -4.499
H -2.140 -2.287 -2.804
H -0.065 -1.024 -3.125
H -0.966 0.382 -3.750
H 1.162 0.376 -1.920
H 2.115 -1.128 -1.996
H 3.605 -0.056 -0.634
H 2.474 1.242 -0.235



Q) Density functional theory data (ωB97M-V/def2-TZVPD) for a single C16H23N3O3 molecule.

Its LUMO energy is 0.79 eV. As for the SMILES: COc1ccccc1N1CCN(C(=O)N2CCOCC2)CC1. As for the HOMO energy: -7.71 eV. Its spin multiplicity is 1.

Element x y z (Å)
C -2.315 1.494 3.611
O -1.616 0.268 3.690
C -0.236 0.411 3.768
C 0.365 0.104 4.976
C 1.730 0.243 5.153
C 2.493 0.719 4.104
C 1.908 1.006 2.885
C 0.538 0.838 2.668
N -0.078 1.144 1.455
C -0.972 0.167 0.865
C -0.205 -0.829 -0.023
N 0.533 -0.125 -1.056
C -0.044 0.171 -2.274
O 0.075 1.256 -2.811
N -0.771 -0.863 -2.836
C -0.248 -2.218 -2.868
C 0.562 -2.439 -4.155
O -0.198 -2.161 -5.305
C -0.654 -0.824 -5.292
C -1.506 -0.551 -4.052
C 1.418 0.883 -0.497
C 0.648 1.845 0.417
H -3.368 1.237 3.518
H -2.000 2.081 2.744
H -2.162 2.087 4.519
H -0.269 -0.235 5.782
H 2.183 0.002 6.102
H 3.557 0.857 4.225
H 2.541 1.357 2.086
H -1.501 -0.377 1.645
H -1.699 0.703 0.244
H -0.917 -1.519 -0.471
H 0.511 -1.390 0.591
H 0.397 -2.399 -2.010
H -1.095 -2.913 -2.847
H 0.873 -3.482 -4.236
H 1.454 -1.793 -4.129
H -1.238 -0.691 -6.204
H 0.202 -0.133 -5.300
H -1.792 0.500 -4.020
H -2.399 -1.183 -4.069
H 1.868 1.436 -1.323
H 2.197 0.357 0.063
H 1.315 2.584 0.860
H -0.090 2.374 -0.195



Least stable of them? P).



P) Density functional theory data (ωB97M-V/def2-TZVPD) for a single C6H8S2 molecule.

Its LUMO energy is 0.86 eV. As for the SMILES: SCC1=C[C@@H]2S[C@@H]2C1. As for the HOMO energy: -8.65 eV. Its spin multiplicity is 1.

Element x y z (Å)
S -2.000 -2.493 -0.152
C -0.571 -1.735 0.656
C -0.205 -0.351 0.213
C -0.808 0.420 -0.697
C -0.053 1.702 -0.877
S 1.556 1.567 -1.720
C 1.111 1.645 0.028
C 1.022 0.322 0.801
H -1.485 -2.531 -1.413
H -0.828 -1.727 1.733
H 0.289 -2.379 0.583
H -1.686 0.171 -1.246
H -0.606 2.640 -1.050
H 1.465 2.508 0.573
H 1.897 -0.287 0.698
H 0.901 0.528 1.870



Q) Density functional theory data (ωB97M-V/def2-TZVPD) for a single C6H8S2 molecule.

Its LUMO energy is 0.69 eV. As for the SMILES: C=C1CSC=CCS1. As for the HOMO energy: -8.18 eV. Its spin multiplicity is 1.

Element x y z (Å)
C 2.304 -0.884 1.023
C 1.292 -0.680 0.136
C 0.214 -1.709 -0.094
S -1.452 -1.084 -0.478
C -1.856 0.206 0.714
C -1.286 1.399 0.766
C 0.016 1.967 0.091
S 1.103 0.915 -0.841
H 2.939 -0.014 1.282
H 2.489 -1.828 1.736
H 0.252 -2.149 -1.220
H 0.239 -2.383 0.765
H -2.835 0.008 1.218
H -1.904 1.996 1.400
H 0.576 2.616 0.833
H -0.271 2.652 -0.727



Least stable of them? Q).